#1
The following is a quantum chemistry calculation of a 9-piece molecular cluster, H17O9 overall, from the Open Molecules 2025 dataset.

multiplicity = 1
total charge = -1
HOMO energy = -0.2500 Ha

CARTESIAN COORDINATES (ANGSTROEM)
O -21.304 -17.113 8.331
H -20.696 -17.580 7.767
O -19.284 -17.556 10.319
H -19.001 -18.457 10.126
H -19.942 -17.207 9.671
O -18.451 -18.951 7.239
H -17.826 -19.052 6.510
H -18.619 -18.045 7.111
O -21.023 -13.898 6.263
H -21.017 -13.057 6.692
H -21.018 -14.471 7.000
O -22.705 -17.287 10.594
H -22.207 -17.296 9.670
H -22.923 -16.357 10.716
O -19.094 -16.290 6.943
H -18.906 -15.427 7.304
H -19.948 -16.493 7.364
O -21.113 -19.705 9.001
H -20.270 -19.910 8.552
H -21.331 -18.792 8.818
O -21.363 -14.514 8.872
H -20.586 -14.246 9.370
H -21.438 -15.459 8.903
O -23.269 -16.398 6.812
H -23.699 -15.683 7.252
H -22.549 -16.626 7.411

=====

#2
The following is a quantum chemistry calculation of a 9-piece molecular cluster, H17O9 overall, from the Open Molecules 2025 dataset.

multiplicity = 1
total charge = -1
HOMO energy = -0.2505 Ha

CARTESIAN COORDINATES (ANGSTROEM)
O -0.325 -0.115 0.319
H 0.554 0.058 0.012
O 2.837 0.080 -0.744
H 2.201 0.086 -1.468
H 3.128 -0.888 -0.627
O -0.413 -1.999 -1.850
H -1.454 -2.275 -1.795
H -0.464 -1.258 -1.189
O 1.635 0.309 2.197
H 0.903 0.050 1.724
H 2.353 0.195 1.575
O 0.222 -2.665 0.735
H -0.147 -1.831 0.774
H 0.492 -2.831 -0.115
O 1.202 2.732 -0.677
H 1.999 2.212 -0.534
H 0.538 2.248 -0.273
O -2.564 -0.737 1.716
H -3.121 -0.285 1.147
H -1.723 -0.553 1.168
O -1.214 2.400 0.849
H -1.045 1.466 0.709
H -0.602 2.702 1.549
O -1.735 0.705 -1.825
H -1.211 0.203 -1.055
H -2.047 -0.010 -2.323

=====

Which one sits at the top of the stability order? #1 does.

=====

#1
The following is a quantum chemistry calculation of one molecule with the formula C20H22N2O4S, from the Open Molecules 2025 dataset.

multiplicity = 1
HOMO energy = -0.3098 Ha

CARTESIAN COORDINATES (ANGSTROEM)
O 3.094 1.897 1.792
C 2.206 1.251 1.278
C 1.579 1.629 -0.037
C 2.045 1.072 -1.222
C 1.413 1.374 -2.417
C 0.331 2.231 -2.409
S -0.638 2.458 -3.900
O -0.036 1.730 -4.976
O -0.923 3.851 -4.060
N -2.097 1.720 -3.562
C -2.163 0.282 -3.592
C -1.584 -0.388 -2.329
C -1.996 -1.870 -2.209
C -2.612 -1.968 -0.811
C -3.059 -0.528 -0.569
O -2.050 0.271 -1.155
C -0.101 2.840 -1.249
C 0.529 2.540 -0.054
N 1.660 0.132 1.820
C 0.602 -0.649 1.179
C 0.162 -1.691 2.222
C 1.171 -1.528 3.322
C 1.329 -2.258 4.478
C 2.339 -1.898 5.361
C 3.166 -0.823 5.082
C 3.015 -0.080 3.920
C 2.009 -0.448 3.045
H 2.890 0.399 -1.205
H 1.729 0.945 -3.356
H -2.525 2.119 -2.740
H -3.213 -0.001 -3.716
H -1.598 -0.035 -4.470
H -0.496 -0.269 -2.333
H -1.144 -2.534 -2.332
H -2.734 -2.114 -2.973
H -3.436 -2.674 -0.759
H -1.855 -2.247 -0.078
H -3.125 -0.256 0.485
H -4.029 -0.337 -1.049
H -0.922 3.537 -1.293
H 0.201 2.995 0.868
H -0.218 0.002 0.868
H 1.003 -1.134 0.282
H 0.170 -2.703 1.815
H -0.845 -1.488 2.593
H 0.679 -3.094 4.693
H 2.478 -2.462 6.272
H 3.946 -0.555 5.779
H 3.655 0.757 3.701

=====

#2
The following is a quantum chemistry calculation of one molecule with the formula C20H22N2O4S, from the Open Molecules 2025 dataset.

multiplicity = 1
HOMO energy = -0.3109 Ha

CARTESIAN COORDINATES (ANGSTROEM)
C -4.378 -1.823 0.932
C -3.148 -0.921 1.055
C -2.015 -1.427 0.208
C -1.298 -2.550 0.602
C -0.261 -3.048 -0.165
C 0.070 -2.430 -1.358
C -0.634 -1.313 -1.770
C -1.666 -0.802 -0.992
N -2.332 0.396 -1.367
C -3.467 0.283 -2.257
S -1.295 1.655 -1.793
O -0.648 1.416 -3.055
O -2.039 2.871 -1.680
C -0.071 1.510 -0.491
C 1.212 1.141 -0.813
C 2.172 0.984 0.189
C 3.519 0.571 -0.147
C 4.663 0.446 0.603
C 5.636 -0.006 -0.323
C 7.065 -0.310 -0.067
N 5.099 -0.134 -1.509
O 3.799 0.218 -1.415
C 1.796 1.225 1.510
C 0.507 1.603 1.830
C -0.458 1.743 0.831
O -1.744 2.072 1.032
C -2.167 2.426 2.331
H -5.195 -1.434 1.535
H -4.149 -2.832 1.269
H -4.708 -1.881 -0.102
H -3.398 0.092 0.743
H -2.832 -0.900 2.101
H -1.555 -3.034 1.534
H 0.286 -3.918 0.167
H 0.875 -2.813 -1.967
H -0.384 -0.815 -2.694
H -3.193 -0.170 -3.217
H -3.833 1.294 -2.429
H -4.245 -0.314 -1.783
H 1.462 0.980 -1.850
H 4.806 0.646 1.643
H 7.575 0.577 0.306
H 7.537 -0.635 -0.989
H 7.154 -1.095 0.682
H 2.521 1.110 2.301
H 0.256 1.780 2.864
H -1.601 3.278 2.718
H -3.213 2.706 2.228
H -2.082 1.583 3.024

=====

Which one sits at the top of the stability order? #1 does.

=====

#1
The following is a quantum chemistry calculation of a 4-piece molecular cluster, C14H24O10S overall, from the Open Molecules 2025 dataset.

multiplicity = 1
HOMO energy = -0.3538 Ha

CARTESIAN COORDINATES (ANGSTROEM)
C 2.952 0.409 6.862
C 2.715 -0.726 5.779
C 3.526 -0.405 4.521
O 4.110 -1.651 4.404
C 3.989 -2.446 5.490
O 4.525 -3.559 5.533
O 3.237 -1.868 6.349
H 3.949 0.494 7.296
H 2.175 0.313 7.620
H 2.932 1.390 6.388
H 1.707 -0.838 5.378
H 4.139 0.491 4.615
H 2.883 -0.296 3.647
C 1.703 -3.042 -0.170
C 2.510 -2.710 -1.422
C 3.763 -1.872 -1.040
O 4.674 -2.322 -2.112
C 4.349 -3.542 -2.562
O 5.011 -4.192 -3.389
O 3.151 -3.888 -1.961
H 1.438 -2.188 0.453
H 2.264 -3.639 0.550
H 0.719 -3.467 -0.369
H 1.963 -2.061 -2.106
H 4.304 -2.047 -0.110
H 3.565 -0.809 -1.181
C -2.874 1.114 -5.648
C -3.586 2.539 -5.844
C -2.904 3.582 -5.091
O -2.782 4.728 -5.887
C -3.097 4.408 -7.131
O -2.911 5.141 -8.063
O -3.579 3.089 -7.131
H -2.782 0.817 -4.604
H -1.829 1.101 -5.958
H -3.529 0.431 -6.189
H -4.534 2.234 -5.401
H -1.968 3.098 -4.813
H -3.382 3.841 -4.146
C -5.655 0.827 1.733
S -4.172 -0.283 1.759
O -4.189 -0.796 0.335
C -2.866 1.074 2.004
H -6.572 0.242 1.662
H -5.668 1.746 1.146
H -5.624 1.347 2.691
H -2.840 1.645 1.076
H -1.865 0.726 2.258
H -3.045 1.818 2.780

=====

#2
The following is a quantum chemistry calculation of a 4-piece molecular cluster, C14H24O10S overall, from the Open Molecules 2025 dataset.

multiplicity = 1
HOMO energy = -0.3258 Ha

CARTESIAN COORDINATES (ANGSTROEM)
C 1.034 2.432 -2.333
C 0.966 2.742 -0.820
C -0.458 2.643 -0.338
O -0.336 2.096 0.882
C 0.943 1.695 1.055
O 1.452 1.211 2.060
O 1.603 1.761 -0.107
H 0.315 2.973 -2.949
H 0.868 1.378 -2.559
H 1.967 2.617 -2.865
H 1.415 3.728 -0.703
H -1.215 1.987 -0.766
H -0.845 3.661 -0.288
C -0.923 -1.861 2.653
C -1.754 -1.528 1.424
C -1.023 -1.329 0.101
O -1.865 -2.047 -0.805
C -2.725 -2.830 -0.162
O -3.383 -3.663 -0.669
O -2.531 -2.640 1.125
H -1.530 -1.671 3.538
H -0.013 -1.260 2.643
H -0.574 -2.866 2.887
H -2.496 -0.769 1.674
H -0.026 -1.726 0.291
H -0.999 -0.248 -0.034
C -2.881 -0.959 -4.424
C -1.254 -1.038 -4.355
C -0.583 -2.347 -4.648
O 0.464 -2.011 -5.482
C 0.346 -0.799 -5.946
O 1.080 -0.337 -6.772
O -0.661 -0.182 -5.320
H -3.361 -1.726 -3.817
H -3.208 -1.086 -5.456
H -3.042 0.082 -4.145
H -0.861 -0.687 -3.400
H -1.343 -2.883 -5.217
H -0.183 -2.902 -3.799
C 3.114 1.173 4.476
S 3.785 1.385 6.242
O 3.624 2.839 6.443
C 2.338 0.502 6.994
H 3.893 1.294 3.723
H 2.251 1.826 4.346
H 2.828 0.127 4.369
H 1.533 1.116 6.590
H 2.137 0.618 8.059
H 2.117 -0.491 6.603

=====

Which one sits at the top of the stability order? #2 does.